No. 1
Entry from the OMol25 dataset: a molecular structure, C27H28HfN3S2 at a distorted geometry (ωB97M-V/def2-TZVPD).

Calculated values
Energy above the lowest of the compared OMol25 structures with the same formula, charge and spin in eV: 0.231
Total charge: +3
E in eV: -55876.7840
Lowest unoccupied orbital energy in eV: -11.279

Cartesian coordinates (Å):
Hf1 0.0034 0.2598 0.8317
C1 -1.3712 -1.6625 2.4743
C2 -2.2458 -2.1235 1.3250
C3 -3.4999 -2.6399 1.5789
C4 -4.3214 -3.0181 0.5235
C5 -3.9031 -2.8611 -0.7883
C6 -2.6434 -2.3546 -1.0917
C7 -2.2593 -2.1325 -2.5350
C8 -1.8237 -2.0322 -0.0061
N1 -0.4660 -1.5650 -0.1657
C9 0.4911 -2.2359 -0.7160
C10 0.3515 -3.5762 -1.3133
C11 1.8435 -1.5371 -0.6673
C12 2.9974 -2.0895 -1.3974
N2 1.8416 -0.4369 0.0101
C13 2.9722 0.4359 0.2027
C14 4.1652 -0.0020 0.7916
C15 4.3601 -1.3802 1.3807
C16 5.1877 0.9319 0.8943
C17 5.0282 2.2317 0.4442
C18 3.8189 2.6485 -0.0937
C19 2.7653 1.7614 -0.2005
C20 1.4463 2.2664 -0.7574
H1 -1.5573 -2.2742 3.3576
H2 -1.6092 -0.6410 2.7989
H3 -0.2868 -1.7845 2.3058
H4 -3.8424 -2.7534 2.6020
H5 -5.3031 -3.4261 0.7310
H6 -4.5666 -3.1297 -1.6028
H7 -3.0401 -1.5661 -3.0422
H8 -2.1706 -3.0806 -3.0688
H9 -1.3268 -1.5833 -2.6607
H10 -0.5172 -4.0920 -0.9049
H11 1.2555 -4.1664 -1.1609
H12 0.2024 -3.4899 -2.3970
H13 2.6731 -2.4701 -2.3695
H14 3.4232 -2.9408 -0.8531
H15 3.7778 -1.3422 -1.5229
H16 3.4282 -1.9265 1.5303
H17 4.8447 -1.2991 2.3528
H18 5.0174 -1.9917 0.7584
H19 6.1251 0.6297 1.3484
H20 5.8471 2.9351 0.5265
H21 3.7011 3.6716 -0.4319
H22 1.6228 2.8623 -1.6537
H23 0.9346 2.9262 -0.0566
H24 0.7557 1.4826 -1.1295
S1 0.3693 1.3892 2.9893
C21 -0.8067 2.3692 2.1141
N3 -1.2438 1.9425 0.9041
C22 -2.0667 2.8938 0.2664
C23 -2.6598 2.7842 -0.9836
C24 -3.4401 3.8377 -1.4167
C25 -3.6366 4.9704 -0.6160
C26 -3.0568 5.0777 0.6335
C27 -2.2625 4.0185 1.0586
S2 -1.4010 3.8662 2.5747
H25 -2.5279 1.8981 -1.5932
H26 -3.9152 3.7869 -2.3875
H27 -4.2596 5.7769 -0.9794
H28 -3.2196 5.9508 1.2540

No. 2
Entry from the OMol25 dataset: a molecular structure, C27H28MoN2O6STe4 at a distorted geometry (ωB97M-V/def2-TZVPD).

Calculated values
Energy above the lowest of the compared OMol25 structures with the same formula, charge and spin in eV: 0.153
Total charge: -2
E in eV: -85586.6807
Lowest unoccupied orbital energy in eV: 4.027

Cartesian coordinates (Å):
Mo1 -0.5594 -0.3550 -0.2757
C1 2.2423 3.0797 0.4306
C2 1.7029 2.3517 1.5928
C3 2.3803 1.0584 1.5954
C4 3.1655 0.9837 0.4778
C5 3.0817 2.2376 -0.2425
C6 3.7541 2.5479 -1.5445
C7 3.9297 -0.2123 -0.0051
C8 2.1420 0.0422 2.6610
C9 1.2301 3.0114 2.8647
C10 1.9713 4.5116 0.0905
H1 4.6302 3.1940 -1.4132
H2 3.0672 3.0523 -2.2288
H3 4.0990 1.6387 -2.0399
H4 5.0044 -0.1186 0.1876
H5 3.8066 -0.3418 -1.0851
H6 3.5626 -1.1278 0.4558
H7 2.4629 0.4143 3.6404
H8 2.6721 -0.8871 2.4564
H9 1.0778 -0.2008 2.7390
H10 2.0778 3.2498 3.5188
H11 0.5528 2.3557 3.4149
H12 0.6953 3.9408 2.6588
H13 2.7910 5.1625 0.4146
H14 1.0549 4.8742 0.5608
H15 1.8530 4.6412 -0.9887
C11 -7.8913 -1.8608 1.6064
C12 -6.4251 -1.6642 1.8952
C13 -5.4650 -2.3480 1.1615
C14 -4.1121 -2.1275 1.3854
C15 -3.7199 -1.2174 2.3500
C16 -4.6624 -0.5224 3.0932
C17 -6.0096 -0.7504 2.8623
S1 -1.9944 -0.9316 2.6913
O1 -1.8564 0.4857 2.9101
O2 -1.6291 -1.7897 3.7986
N1 -1.2314 -1.4147 1.3419
C18 -0.5758 -2.7231 1.4051
C19 0.8838 -2.5537 0.9729
O3 1.7304 -3.3947 1.2181
O4 1.0797 -1.4443 0.3325
H16 -8.0873 -2.8793 1.2687
H17 -8.2325 -1.1726 0.8303
H18 -8.4990 -1.6874 2.4973
H19 -5.7348 -3.0429 0.3725
H20 -3.3889 -2.6438 0.7655
H21 -4.3385 0.2054 3.8262
H22 -6.7509 -0.2024 3.4349
H23 -1.0423 -3.4158 0.6932
H24 -0.6069 -3.1715 2.3926
Te1 -3.0061 0.7193 -0.8115
Te2 -2.6306 -3.1112 -2.0324
Te3 -4.4327 -1.2208 -2.2888
Te4 -0.2429 1.9360 0.4070
O5 0.5280 2.0240 -2.7201
C20 0.8372 0.8624 -2.8375
N2 0.3138 -0.2370 -2.1446
C21 0.9190 -1.4041 -2.6281
O6 0.6416 -2.5214 -2.2764
C22 1.9626 -1.0167 -3.6294
C23 2.8783 -1.7766 -4.3275
C24 3.7286 -1.1060 -5.2014
C25 3.6461 0.2768 -5.3633
C26 2.7151 1.0270 -4.6519
C27 1.8842 0.3483 -3.7836
H25 2.9265 -2.8486 -4.1873
H26 4.4698 -1.6616 -5.7631
H27 4.3248 0.7708 -6.0483
H28 2.6476 2.1025 -4.7541